(1)
Density functional theory data (ωB97M-V/def2-TZVPD) for a cluster of 13 separate species, C58H76Br2O4 in total.

Last column: Löwdin charge in e.
Geometry (Å):
Br1 -1.091 -1.525 1.749  0.6854
C1 -0.466 0.092 0.789  -0.6087
C2 0.209 -0.362 -0.545  -0.6007
Br2 0.550 1.223 -1.716  0.7062
H1 0.275 0.672 1.339  0.0476
H2 -1.307 0.782 0.727  0.0319
H3 -0.371 -1.067 -1.140  0.0300
H4 1.153 -0.894 -0.426  0.0356
C3 1.382 3.560 2.313  -0.0995
C4 2.525 3.454 1.591  -0.1053
C5 3.615 2.687 1.950  -0.0621
C6 3.429 1.895 3.057  -0.0795
C7 2.292 2.043 3.845  -0.0999
C8 1.285 2.833 3.461  -0.1175
H5 0.633 4.230 1.917  0.0958
H6 2.514 4.054 0.693  0.0833
H7 4.436 2.611 1.253  0.0970
H8 4.265 1.294 3.383  0.1030
H9 2.256 1.467 4.758  0.0903
H10 0.343 2.895 3.987  0.0962
C9 -2.415 -0.601 -4.338  -0.0708
C10 -3.151 -0.805 -3.145  -0.0679
C11 -3.414 0.276 -2.312  -0.0970
C12 -3.353 1.519 -2.878  -0.1125
C13 -2.818 1.757 -4.167  -0.1013
C14 -2.306 0.704 -4.865  -0.1076
H11 -1.963 -1.386 -4.925  0.0932
H12 -3.441 -1.764 -2.741  0.0897
H13 -3.872 0.082 -1.353  0.0990
H14 -3.804 2.386 -2.417  0.0934
H15 -2.645 2.770 -4.497  0.0942
H16 -1.773 0.798 -5.800  0.0936
C15 -1.578 -4.454 -0.780  -0.0983
C16 -2.474 -4.588 -1.823  -0.0862
C17 -1.999 -4.440 -3.131  -0.0977
C18 -0.656 -4.326 -3.406  -0.0915
C19 0.223 -4.147 -2.349  -0.1074
C20 -0.239 -4.209 -1.081  -0.1095
H17 -1.808 -4.593 0.266  0.0715
H18 -3.526 -4.755 -1.642  0.0954
H19 -2.736 -4.436 -3.921  0.1020
H20 -0.216 -4.173 -4.380  0.0956
H21 1.259 -3.926 -2.562  0.0999
H22 0.531 -4.229 -0.324  0.0958
C21 -1.328 -2.182 6.788  -0.0854
C22 -1.453 -1.423 5.627  -0.0962
C23 -0.681 -0.244 5.484  -0.0941
C24 0.165 0.108 6.511  -0.1028
C25 0.254 -0.604 7.708  -0.0924
C26 -0.468 -1.771 7.825  -0.0980
H23 -1.928 -3.058 6.988  0.0966
H24 -2.124 -1.764 4.853  0.0750
H25 -0.875 0.375 4.620  0.0708
H26 0.730 1.022 6.402  0.0849
H27 0.880 -0.271 8.523  0.1008
H28 -0.471 -2.267 8.785  0.0975
C27 -2.951 1.961 3.538  -0.1020
C28 -3.267 2.266 2.217  -0.0747
C29 -4.410 1.630 1.632  -0.0883
C30 -5.080 0.644 2.296  -0.0973
C31 -4.757 0.376 3.629  -0.0968
C32 -3.700 1.004 4.215  -0.1154
H29 -2.143 2.442 4.069  0.0896
H30 -2.725 3.125 1.849  0.0972
H31 -4.728 1.986 0.663  0.0939
H32 -5.947 0.167 1.862  0.1046
H33 -5.384 -0.267 4.229  0.1064
H34 -3.484 0.903 5.268  0.1047
C33 4.439 -4.546 -1.023  -0.0899
C34 4.346 -3.175 -1.211  -0.1196
C35 3.826 -2.316 -0.257  -0.0811
C36 3.441 -2.886 0.999  -0.0757
C37 3.617 -4.261 1.254  -0.1063
C38 4.088 -5.115 0.233  -0.0760
H35 4.963 -5.192 -1.711  0.0971
H36 4.718 -2.854 -2.173  0.0973
H37 3.823 -1.240 -0.349  0.0914
H38 3.047 -2.334 1.840  0.0930
H39 3.572 -4.664 2.255  0.0935
H40 4.289 -6.144 0.488  0.0940
C39 -0.173 5.903 -0.451  -0.1014
C40 -1.085 6.929 -0.685  -0.0855
C41 -2.198 6.642 -1.441  -0.0967
C42 -2.382 5.382 -1.990  -0.0831
C43 -1.428 4.400 -1.784  -0.1106
C44 -0.334 4.651 -0.985  -0.1257
H41 0.704 6.089 0.151  0.0966
H42 -0.847 7.919 -0.326  0.1034
H43 -2.917 7.437 -1.579  0.1008
H44 -3.252 5.058 -2.541  0.0972
H45 -1.611 3.375 -2.071  0.0499
H46 0.392 3.885 -0.757  0.0373
C45 3.888 3.834 -1.840  -0.1033
C46 4.096 2.566 -2.283  -0.1345
C47 5.198 1.857 -1.946  -0.0934
C48 6.260 2.535 -1.345  -0.0983
C49 6.142 3.867 -0.991  -0.0953
C50 4.910 4.513 -1.167  -0.0786
H47 2.969 4.344 -2.088  0.0977
H48 3.281 2.136 -2.848  0.0638
H49 5.355 0.830 -2.239  0.1004
H50 7.227 2.064 -1.250  0.0991
H51 6.928 4.384 -0.460  0.0991
H52 4.767 5.537 -0.855  0.1017
C51 -0.121 -4.831 3.519  -0.0837
C52 0.074 -5.856 2.387  -0.2951
O1 -0.075 -7.148 2.952  -0.0834
H53 0.003 -3.785 3.238  0.0088
H54 0.615 -4.970 4.311  0.0721
H55 -1.110 -4.803 3.976  0.0662
H56 1.073 -5.865 1.951  0.0961
H57 -0.652 -5.738 1.583  0.0861
H58 0.701 -7.261 3.505  0.0772
C53 1.239 -1.421 -4.382  -0.0859
C54 1.319 -0.240 -5.390  -0.2841
O2 2.269 -0.513 -6.436  -0.0825
H59 0.322 -1.450 -3.794  0.0412
H60 2.151 -1.613 -3.817  0.0692
H61 1.161 -2.329 -4.980  0.0615
H62 1.616 0.691 -4.908  0.0758
H63 0.368 -0.077 -5.897  0.0900
H64 2.931 0.182 -6.428  0.0729
C55 0.827 3.564 -4.883  -0.0854
C56 1.015 5.063 -5.135  -0.2821
O3 2.399 5.472 -5.146  -0.0827
H65 1.217 2.848 -5.607  0.0586
H66 -0.226 3.280 -4.901  0.0594
H67 1.320 3.274 -3.955  0.0361
H68 0.496 5.575 -4.325  0.1028
H69 0.536 5.412 -6.050  0.1073
H70 2.788 5.223 -5.988  0.0762
C57 -4.556 -3.607 1.091  -0.0911
C58 -4.602 -3.542 2.562  -0.3945
O4 -5.617 -4.284 3.067  -0.0499
H71 -5.457 -3.167 0.666  0.0866
H72 -4.337 -4.587 0.667  0.0728
H73 -3.726 -2.938 0.864  0.0362
H74 -4.880 -2.542 2.897  0.1031
H75 -3.664 -3.782 3.062  0.1083
H76 -5.356 -5.204 3.150  0.0944

Properties
* LUMO level: 0.51 eV
* 2S+1: 1

---

(2)
Density functional theory data (ωB97M-V/def2-TZVPD) for a structure of composition C20H50ClCsN6O6P.

Last column: Löwdin charge in e.
Geometry (Å):
Cs1 0.756 -1.641 -0.246  1.0359
N1 -0.791 -3.904 -3.466  0.0109
C1 -1.659 -2.836 -2.961  -0.2827
C2 -1.304 -1.499 -3.592  -0.2490
N2 0.118 -1.226 -3.448  -0.1107
C3 0.519 0.080 -3.961  -0.2407
C4 0.241 1.215 -2.979  -0.2829
N3 1.063 1.132 -1.781  -0.0452
H1 0.061 -3.955 -2.915  0.0273
H2 -1.240 -4.801 -3.335  0.0653
H3 -2.694 -3.075 -3.213  0.1089
H4 -1.622 -2.742 -1.868  0.0769
H5 -1.612 -1.504 -4.652  0.1144
H6 -1.870 -0.710 -3.091  0.1061
H7 0.624 -1.952 -3.941  0.0983
H8 1.595 0.049 -4.150  0.1088
H9 0.021 0.302 -4.922  0.1068
H10 0.384 2.162 -3.513  0.1056
H11 -0.814 1.187 -2.688  0.0847
H12 1.736 1.883 -1.712  0.0422
H13 0.455 1.130 -0.948  -0.0552
O1 0.099 -5.467 -0.056  -0.3297
Cl1 1.463 -5.037 -0.102  0.6000
O2 2.376 -6.144 0.058  -0.3484
O3 1.728 -4.385 -1.374  -0.4518
O4 1.708 -4.083 0.970  -0.5286
N4 4.806 -3.751 0.780  0.1671
C5 5.209 -3.702 -0.531  -0.6623
N5 4.866 -4.797 -1.283  0.1607
O5 5.848 -2.761 -0.990  -0.0039
H14 3.949 -4.243 0.993  0.0592
H15 4.922 -2.884 1.277  0.0915
H16 4.085 -5.358 -0.968  0.0499
H17 4.887 -4.612 -2.272  0.1021
C6 5.080 0.704 -2.171  -0.0116
C7 4.636 1.119 -0.792  -0.4925
C8 5.168 0.292 0.351  -0.0132
O6 3.902 2.068 -0.609  0.0478
H18 5.095 -0.382 -2.264  0.0739
H19 6.106 1.052 -2.324  0.0886
H20 4.433 1.157 -2.918  0.0773
H21 6.241 0.477 0.458  0.0933
H22 5.089 -0.768 0.104  0.0478
H23 4.650 0.551 1.271  0.0833
C9 -3.376 1.944 -0.834  -0.1094
C10 -3.507 1.632 0.665  -0.5991
C11 -4.372 2.698 1.343  -0.0922
C12 -4.259 0.295 0.732  -0.1112
P1 -1.737 1.340 1.336  0.7392
N6 -0.875 0.502 0.392  -0.4890
C13 -1.987 0.455 3.025  -0.5933
C14 -2.220 -1.036 2.725  -0.1101
C15 -3.109 0.957 3.939  -0.0934
C16 -0.669 0.518 3.810  -0.1079
C17 -0.991 3.066 1.717  -0.5971
C18 0.526 2.883 1.886  -0.1031
C19 -1.542 3.831 2.924  -0.0929
C20 -1.137 3.952 0.473  -0.1062
H24 -4.370 1.895 -1.293  0.0775
H25 -2.723 1.204 -1.298  0.0453
H26 -2.966 2.931 -1.034  0.0551
H27 -5.374 2.683 0.899  0.0802
H28 -3.977 3.703 1.205  0.0564
H29 -4.489 2.525 2.415  0.0556
H30 -5.171 0.373 0.131  0.0789
H31 -4.561 0.025 1.744  0.0514
H32 -3.648 -0.510 0.320  0.0761
H33 -3.244 -1.246 2.418  0.0541
H34 -2.019 -1.618 3.630  0.0789
H35 -1.555 -1.375 1.926  0.0339
H36 -4.097 0.814 3.500  0.0528
H37 -3.003 2.013 4.191  0.0584
H38 -3.092 0.394 4.879  0.0822
H39 0.170 0.214 3.182  0.0750
H40 -0.732 -0.172 4.658  0.0779
H41 -0.463 1.509 4.214  0.0544
H42 0.796 2.394 2.817  0.0540
H43 1.002 3.869 1.880  0.0805
H44 0.930 2.292 1.064  0.0588
H45 -1.323 3.332 3.868  0.0557
H46 -2.620 3.988 2.868  0.0578
H47 -1.069 4.819 2.967  0.0808
H48 -0.802 3.425 -0.422  0.0728
H49 -0.504 4.837 0.599  0.0789
H50 -2.155 4.304 0.316  0.0555

Properties
* LUMO level: 2.16 eV
* charge: -1
* 2S+1: 1

---

(3)
Density functional theory data (ωB97M-V/def2-TZVPD) for a cluster of 8 separate species, C25H47NO34S7 in total.

Last column: Löwdin charge in e.
Geometry (Å):
C1 5.495 -4.614 0.679  -0.1144
C2 4.723 -4.719 -0.672  -0.2179
C3 4.068 -3.361 -1.139  -0.1912
N1 3.573 -2.675 0.064  0.0245
C4 3.173 -1.274 -0.145  -0.4349
C5 4.167 -0.472 0.770  -0.0312
C6 5.559 -0.399 0.102  -0.1461
O1 6.003 0.972 -0.103  -0.0593
C7 6.903 0.945 -1.153  -0.3402
O2 6.573 1.094 -2.281  0.1236
O3 3.136 -0.745 -1.467  0.1018
C8 2.356 0.404 -1.283  -0.4854
O4 2.446 1.438 -1.829  0.1986
O5 1.427 0.190 -0.272  0.0629
C9 1.682 -1.131 0.232  -0.1803
C10 0.783 -2.089 -0.636  -0.0676
C11 -0.022 -3.090 0.242  -0.2239
O6 -1.253 -2.490 0.689  -0.0779
H1 5.751 -3.588 0.978  0.0527
H2 4.920 -5.133 1.466  0.0693
H3 6.448 -5.176 0.613  0.0664
H4 3.906 -5.459 -0.569  0.0989
H5 5.397 -5.122 -1.449  0.1004
H6 3.228 -3.669 -1.795  0.1098
H7 4.836 -2.801 -1.690  0.1164
H8 2.851 -3.214 0.529  0.1233
H9 3.728 0.517 1.039  0.1177
H10 4.264 -1.091 1.676  0.1284
H11 5.554 -0.892 -0.883  0.1110
H12 6.279 -0.919 0.765  0.1298
H13 7.986 0.766 -0.953  0.1534
H14 1.501 -1.301 1.305  0.1730
H15 1.389 -2.611 -1.394  0.1145
H16 0.090 -1.427 -1.187  0.1341
H17 -0.307 -3.960 -0.373  0.0834
H18 0.541 -3.388 1.144  0.1250
H19 -1.609 -2.018 -0.077  0.0833
O7 0.046 -6.265 -1.314  -0.2260
S1 -0.899 -6.749 -0.371  0.5983
O8 -0.536 -7.114 0.950  -0.2112
O9 -1.704 -7.968 -1.046  -0.1839
C12 -3.106 -7.678 -1.059  -0.1640
C13 -3.191 -6.167 -1.126  -0.1602
O10 -2.122 -5.707 -0.292  -0.2006
H20 -3.542 -8.060 -0.133  0.1341
H21 -3.585 -8.158 -1.909  0.1365
H22 -4.146 -5.787 -0.769  0.1377
H23 -3.012 -5.804 -2.140  0.1371
O11 -2.590 -0.150 -4.632  -0.2283
S2 -1.451 0.289 -5.367  0.6421
O12 -0.962 -0.391 -6.518  -0.2510
O13 -0.231 0.479 -4.334  -0.1827
C14 0.243 1.830 -4.393  -0.1660
C15 -0.962 2.649 -4.801  -0.1591
O14 -1.658 1.837 -5.755  -0.2505
H24 1.030 1.885 -5.145  0.1277
H25 0.644 2.135 -3.429  0.1190
H26 -0.688 3.604 -5.242  0.1361
H27 -1.628 2.818 -3.952  0.1354
O15 4.355 3.156 5.158  -0.2146
S3 3.228 3.062 4.301  0.6077
O16 1.994 2.499 4.721  -0.2213
O17 3.684 2.336 2.941  -0.1977
C16 3.424 3.184 1.820  -0.1703
C17 3.520 4.593 2.360  -0.1506
O18 2.933 4.515 3.669  -0.1916
H28 2.418 2.967 1.454  0.1205
H29 4.145 2.998 1.025  0.1346
H30 2.990 5.314 1.741  0.1310
H31 4.560 4.907 2.473  0.1353
O19 -0.511 -0.041 -8.551  -0.2203
S4 -0.309 1.357 -8.527  0.6697
O20 -0.241 2.094 -7.312  -0.2197
O21 -1.409 2.041 -9.488  -0.1753
C18 -0.759 2.805 -10.507  -0.1701
C19 0.576 2.121 -10.722  -0.1741
O22 0.994 1.720 -9.416  -0.1817
H32 -0.627 3.825 -10.137  0.1324
H33 -1.365 2.824 -11.410  0.1342
H34 1.314 2.780 -11.174  0.1341
H35 0.468 1.223 -11.336  0.1332
O23 0.771 5.321 -0.094  -0.2360
S5 -0.575 5.077 0.305  0.6017
O24 -1.680 5.426 -0.514  -0.2225
O25 -0.782 5.717 1.766  -0.1875
C20 -1.202 4.699 2.688  -0.1533
C21 -0.606 3.422 2.150  -0.1704
O26 -0.715 3.535 0.719  -0.1841
H36 -2.294 4.661 2.683  0.1362
H37 -0.855 4.928 3.692  0.1415
H38 -1.124 2.539 2.506  0.0883
H39 0.455 3.345 2.401  0.1108
O27 -1.739 2.004 4.066  -0.2383
S6 -2.837 1.691 4.921  0.6369
O28 -3.570 2.697 5.604  -0.2157
O29 -2.349 0.589 5.977  -0.1712
C22 -3.175 -0.583 5.871  -0.1609
C23 -3.637 -0.606 4.432  -0.1598
O30 -3.869 0.772 4.107  -0.1799
H40 -4.014 -0.468 6.554  0.0954
H41 -2.609 -1.474 6.136  0.1401
H42 -4.542 -1.192 4.294  0.1334
H43 -2.855 -0.984 3.769  0.1342
O31 -6.032 -0.192 6.368  -0.2280
S7 -7.319 0.137 6.878  0.6296
O32 -8.181 -0.834 7.442  -0.2039
O33 -8.112 0.945 5.738  -0.1800
C24 -8.497 2.233 6.233  -0.1599
C25 -7.443 2.584 7.263  -0.1570
O34 -7.156 1.345 7.923  -0.1785
H44 -9.485 2.142 6.689  0.1344
H45 -8.539 2.955 5.421  0.1377
H46 -7.789 3.328 7.977  0.1378
H47 -6.525 2.937 6.787  0.1311

Properties
* LUMO level: 0.34 eV
* SMILES: CCCN[C@@]1(CCOC=O)OC(=O)O[C@H]1CCO.O=S1(=O)OCCO1.O=S1(=O)OCCO1.O=S1(=O)OCCO1.O=S1(=O)OCCO1.O=S1(=O)OCCO1.O=S1(=O)OCCO1.O=S1(=O)OCCO1
* 2S+1: 1

---

| no. | E_HOMO (eV) | E (Ha) | orbital gap (eV) |
| --- | --- | --- | --- |
| 1 | -9.18 | -7704.5165 | 9.69 |
| 2 | -4.22 | -2393.5917 | 6.38 |
| 3 | -9.35 | -6380.7635 | 9.68 |